{
  "formula": "C34H68O68S17",
  "method": "the ωB97M-V functional and the def2-TZVPD basis",
  "species": ["C", "C", "O", "S", "O", "O", "O", "H", "H", "H", "H", "C", "C", "O", "S", "O", "O", "O", "H", "H", "H", "H", "C", "C", "O", "S", "O", "O", "O", "H", "H", "H", "H", "C", "C", "O", "S", "O", "O", "O", "H", "H", "H", "H", "C", "C", "O", "S", "O", "O", "O", "H", "H", "H", "H", "C", "C", "O", "S", "O", "O", "O", "H", "H", "H", "H", "C", "C", "O", "S", "O", "O", "O", "H", "H", "H", "H", "C", "C", "O", "S", "O", "O", "O", "H", "H", "H", "H", "C", "C", "O", "S", "O", "O", "O", "H", "H", "H", "H", "C", "C", "O", "S", "O", "O", "O", "H", "H", "H", "H", "C", "C", "O", "S", "O", "O", "O", "H", "H", "H", "H", "C", "C", "O", "S", "O", "O", "O", "H", "H", "H", "H", "C", "C", "O", "S", "O", "O", "O", "H", "H", "H", "H", "C", "C", "O", "S", "O", "O", "O", "H", "H", "H", "H", "C", "C", "O", "S", "O", "O", "O", "H", "H", "H", "H", "C", "C", "O", "S", "O", "O", "O", "H", "H", "H", "H", "C", "C", "O", "S", "O", "O", "O", "H", "H", "H", "H"],
  "positions_angstrom": [[15.963, 12.976, 18.507], [16.846, 13.632, 17.377], [17.103, 14.938, 17.854], [17.290, 14.893, 19.404], [16.887, 16.127, 19.934], [18.575, 14.339, 19.673], [16.164, 13.815, 19.678], [16.348, 11.938, 18.719], [14.902, 13.059, 18.257], [16.407, 13.747, 16.366], [17.785, 13.148, 17.209], [20.763, 16.676, 21.019], [21.688, 15.344, 21.127], [22.316, 15.290, 19.814], [22.302, 16.701, 19.033], [21.362, 16.571, 17.957], [23.574, 17.154, 18.755], [21.659, 17.496, 20.301], [20.576, 17.136, 21.943], [19.772, 16.591, 20.527], [21.165, 14.404, 21.266], [22.504, 15.375, 21.894], [18.272, 18.904, 20.360], [16.730, 19.062, 20.110], [16.519, 18.899, 18.691], [17.857, 18.899, 17.959], [18.349, 20.174, 17.780], [17.780, 17.964, 16.848], [18.650, 18.274, 19.154], [18.427, 18.177, 21.169], [18.865, 19.848, 20.412], [16.442, 20.097, 20.413], [16.225, 18.235, 20.648], [11.248, 8.454, 13.343], [10.186, 9.515, 12.808], [9.374, 9.813, 13.976], [10.080, 9.497, 15.313], [9.269, 8.535, 16.033], [10.359, 10.693, 16.096], [11.409, 8.950, 14.790], [12.243, 8.511, 12.908], [10.943, 7.376, 13.401], [9.465, 9.304, 12.059], [10.778, 10.395, 12.517], [10.356, 13.787, 17.395], [10.231, 13.785, 15.805], [11.333, 14.564, 15.315], [12.462, 14.612, 16.431], [13.125, 15.846, 16.317], [13.172, 13.402, 16.436], [11.525, 14.668, 17.656], [10.603, 12.745, 17.790], [9.509, 14.188, 17.954], [9.362, 14.230, 15.432], [10.295, 12.799, 15.416], [24.414, 21.439, 18.880], [24.028, 20.008, 19.081], [22.627, 19.935, 18.591], [21.870, 21.358, 18.753], [20.849, 21.449, 19.774], [21.333, 21.796, 17.491], [23.185, 22.152, 19.278], [24.724, 21.702, 17.895], [25.110, 21.881, 19.600], [23.946, 19.717, 20.137], [24.631, 19.292, 18.555], [17.023, 22.013, 13.731], [17.861, 20.790, 14.282], [19.236, 21.131, 14.072], [19.430, 22.062, 12.833], [19.728, 21.311, 11.649], [20.265, 23.138, 13.256], [17.917, 22.569, 12.718], [16.886, 22.765, 14.541], [16.076, 21.663, 13.297], [17.643, 19.795, 13.875], [17.798, 20.675, 15.394], [23.172, 17.434, 10.811], [22.717, 16.359, 11.803], [21.282, 16.212, 11.341], [20.682, 17.626, 11.053], [20.209, 18.294, 12.216], [19.797, 17.526, 10.008], [21.978, 18.286, 10.598], [23.569, 17.073, 9.847], [23.915, 18.045, 11.275], [22.756, 16.678, 12.845], [23.164, 15.356, 11.668], [21.404, 19.533, 15.253], [22.202, 20.340, 14.249], [23.286, 19.384, 13.810], [23.745, 18.588, 15.074], [24.570, 19.394, 15.834], [24.173, 17.314, 14.569], [22.317, 18.529, 15.774], [20.648, 19.047, 14.649], [21.075, 20.127, 16.098], [22.691, 21.127, 14.770], [21.704, 20.579, 13.295], [12.321, 13.125, 8.359], [12.889, 12.563, 9.659], [12.578, 13.570, 10.633], [11.276, 14.297, 10.268], [11.245, 15.596, 10.791], [10.156, 13.507, 10.511], [11.608, 14.337, 8.748], [11.629, 12.459, 7.906], [13.086, 13.463, 7.645], [13.984, 12.628, 9.609], [12.586, 11.562, 9.849], [16.614, 10.618, 10.474], [16.960, 10.803, 11.930], [15.752, 10.694, 12.549], [14.751, 9.724, 11.857], [13.501, 10.358, 11.589], [14.702, 8.476, 12.493], [15.623, 9.648, 10.484], [17.560, 10.347, 9.900], [16.315, 11.623, 10.170], [17.452, 11.767, 12.041], [17.625, 10.039, 12.373], [20.296, 14.344, 16.055], [21.378, 15.186, 15.274], [21.584, 14.490, 13.989], [20.240, 13.932, 13.525], [20.463, 12.846, 12.665], [19.366, 14.895, 13.008], [19.698, 13.482, 15.012], [19.423, 14.918, 16.421], [20.594, 13.701, 16.877], [22.398, 15.248, 15.657], [21.094, 16.207, 15.024], [12.650, 17.641, 12.851], [11.692, 18.656, 12.295], [11.780, 19.749, 13.331], [13.230, 19.999, 13.683], [13.329, 20.303, 15.066], [13.999, 20.839, 12.841], [13.704, 18.552, 13.404], [13.161, 16.946, 12.167], [12.246, 17.073, 13.647], [10.618, 18.351, 12.272], [12.048, 19.141, 11.389], [17.751, 19.593, 9.644], [16.824, 20.420, 10.577], [15.679, 19.593, 10.735], [15.372, 18.884, 9.362], [14.677, 19.781, 8.517], [14.882, 17.580, 9.535], [16.914, 18.670, 8.979], [18.548, 19.082, 10.187], [18.219, 20.255, 8.913], [16.596, 21.427, 10.198], [17.302, 20.461, 11.488], [16.357, 15.636, 14.539], [16.534, 16.636, 13.363], [15.931, 16.005, 12.257], [15.337, 14.573, 12.568], [15.908, 13.631, 11.698], [13.979, 14.825, 12.610], [16.024, 14.385, 13.909], [15.586, 15.976, 15.240], [17.350, 15.662, 15.054], [17.612, 16.792, 13.159], [16.055, 17.619, 13.577], [16.750, 14.819, 9.193], [17.393, 15.275, 7.876], [16.842, 14.507, 6.860], [16.575, 13.033, 7.399], [17.838, 12.396, 7.549], [15.522, 12.437, 6.701], [16.076, 13.474, 8.784], [15.896, 15.339, 9.683], [17.517, 14.480, 9.939], [18.433, 15.149, 7.962], [17.182, 16.328, 7.604], [14.269, 10.636, 15.925], [14.214, 9.254, 16.466], [15.459, 8.744, 16.181], [16.582, 9.769, 16.255], [17.432, 9.672, 15.075], [17.195, 9.878, 17.519], [15.638, 11.058, 16.130], [13.762, 11.398, 16.456], [14.053, 10.672, 14.834], [13.599, 8.560, 15.940], [13.873, 9.173, 17.491]],
  "molar_mass_g_mol": 2109.99,
  "relative_energy_ev": 0.460,
  "e_tot_ev": -359772.873,
  "gap_ev": 10.74,
  "lumo_energy_ev": 0.08,
  "multiplicity": 1
}

{
  "formula": "C34H69F30N6P6",
  "method": "the ωB97M-V functional and the def2-TZVPD basis",
  "species": ["C", "C", "N", "C", "C", "N", "C", "C", "H", "H", "H", "H", "H", "H", "H", "H", "H", "H", "H", "C", "C", "N", "C", "C", "N", "C", "C", "H", "H", "H", "H", "H", "H", "H", "H", "H", "H", "H", "C", "C", "N", "C", "C", "N", "C", "C", "H", "H", "H", "H", "H", "H", "H", "H", "H", "H", "H", "C", "C", "C", "C", "P", "C", "C", "C", "C", "C", "C", "C", "C", "C", "C", "C", "C", "H", "H", "H", "H", "H", "H", "H", "H", "H", "H", "H", "H", "H", "H", "H", "H", "H", "H", "H", "H", "H", "H", "H", "H", "H", "H", "H", "H", "H", "H", "H", "H", "H", "H", "H", "H", "P", "F", "F", "F", "F", "F", "F", "P", "F", "F", "F", "F", "F", "F", "P", "F", "F", "F", "F", "F", "F", "P", "F", "F", "F", "F", "F", "F", "P", "F", "F", "F", "F", "F", "F"],
  "positions_angstrom": [[-1.829, 7.535, -1.432], [-1.077, 7.172, -0.067], [-1.505, 5.987, 0.726], [-1.511, 5.898, 2.114], [-1.644, 4.518, 2.430], [-1.931, 3.820, 1.238], [-1.671, 4.706, 0.239], [-2.524, 2.491, 1.115], [-2.873, 7.775, -1.231], [-1.742, 6.760, -2.193], [-1.251, 8.255, -2.011], [-1.107, 7.975, 0.669], [-0.003, 7.000, -0.140], [-1.251, 6.785, 2.674], [-1.699, 4.016, 3.385], [-1.766, 4.471, -0.811], [-1.750, 1.772, 0.847], [-3.288, 2.442, 0.339], [-2.798, 2.025, 2.062], [1.843, 5.576, -5.222], [1.618, 5.178, -3.791], [2.416, 5.881, -2.828], [2.386, 7.237, -2.565], [3.143, 7.424, -1.400], [3.784, 6.221, -1.089], [3.242, 5.262, -1.890], [4.452, 5.965, 0.162], [1.679, 6.643, -5.371], [1.259, 5.019, -5.954], [2.898, 5.501, -5.487], [1.573, 4.104, -3.611], [0.556, 5.233, -3.549], [1.698, 7.823, -3.157], [3.313, 8.218, -0.688], [3.465, 4.214, -1.753], [5.450, 5.560, -0.005], [4.069, 5.062, 0.637], [4.635, 6.892, 0.706], [2.486, 2.360, 5.544], [3.689, 2.789, 4.641], [3.394, 2.494, 3.205], [2.493, 3.195, 2.432], [2.629, 2.598, 1.135], [3.600, 1.567, 1.157], [4.098, 1.555, 2.473], [4.009, 0.606, 0.026], [2.821, 2.626, 6.546], [2.303, 1.287, 5.606], [1.627, 3.000, 5.339], [4.513, 2.136, 4.930], [4.105, 3.796, 4.680], [1.910, 4.020, 2.813], [2.297, 2.658, 0.109], [4.996, 1.039, 2.778], [4.545, 0.996, -0.839], [3.082, 0.170, -0.345], [4.502, -0.287, 0.412], [-0.719, 0.312, 3.460], [-0.840, -0.903, 2.421], [-0.342, -2.272, 2.873], [-0.925, -3.387, 1.894], [0.122, -4.804, 1.823], [1.594, -4.573, 0.663], [1.208, -4.159, -0.822], [2.380, -3.849, -1.638], [2.022, -3.157, -3.035], [0.746, -5.405, 3.550], [1.567, -6.743, 3.543], [1.042, -7.931, 4.495], [1.139, -7.658, 6.043], [-0.794, -6.197, 1.137], [-2.048, -6.587, 1.898], [-2.738, -7.910, 1.456], [-1.909, -9.091, 1.233], [0.290, 0.685, 3.637], [-1.033, -0.179, 4.381], [-1.234, 1.242, 3.220], [-0.277, -0.744, 1.501], [-1.904, -1.067, 2.256], [-0.578, -2.555, 3.899], [0.745, -2.253, 2.794], [-1.035, -3.098, 0.849], [-1.947, -3.586, 2.215], [2.012, -5.575, 0.559], [2.461, -4.018, 1.022], [0.730, -3.179, -0.797], [0.472, -4.737, -1.381], [2.815, -4.819, -1.877], [2.920, -3.176, -0.972], [2.927, -2.827, -3.546], [1.366, -2.297, -2.904], [1.332, -3.729, -3.655], [-0.159, -5.514, 4.148], [1.189, -4.571, 4.095], [2.580, -6.473, 3.842], [1.622, -7.194, 2.552], [1.549, -8.865, 4.255], [0.033, -8.190, 4.174], [0.666, -6.697, 6.243], [2.216, -7.584, 6.198], [0.726, -8.484, 6.621], [-0.013, -6.944, 1.000], [-1.165, -5.750, 0.215], [-2.706, -5.718, 1.914], [-1.694, -6.780, 2.911], [-3.277, -7.831, 0.512], [-3.479, -8.203, 2.201], [-1.211, -9.201, 2.063], [-1.330, -9.068, 0.310], [-2.420, -10.054, 1.215], [-2.616, -3.734, -2.635], [-2.887, -4.522, -1.198], [-3.668, -2.592, -2.178], [-1.322, -2.767, -2.147], [-2.370, -2.887, -4.023], [-1.635, -4.922, -3.151], [-3.825, -4.487, -3.446], [-3.951, 3.752, -4.038], [-4.390, 4.550, -5.403], [-4.846, 4.681, -3.026], [-4.947, 2.448, -4.239], [-3.259, 2.994, -2.757], [-2.836, 2.901, -4.987], [-2.826, 4.869, -3.854], [-0.516, -0.248, -6.702], [0.427, -0.847, -5.459], [-1.155, 0.865, -5.708], [0.549, 0.952, -6.861], [-1.519, 0.344, -7.822], [0.118, -1.384, -7.764], [-1.573, -1.335, -6.036], [-0.056, 1.470, -2.016], [-0.056, 3.013, -1.481], [-0.740, 2.039, -3.338], [1.400, 1.540, -2.676], [-0.322, -0.036, -2.634], [0.404, 1.050, -0.525], [-1.603, 1.229, -1.446], [-5.412, 0.198, -0.666], [-4.536, 1.342, -1.376], [-5.370, -0.416, -2.161], [-4.027, -0.692, -0.406], [-6.481, -0.993, -0.182], [-5.342, 0.914, 0.823], [-6.863, 1.045, -0.889]],
  "molar_mass_g_mol": 1317.75,
  "e_tot_ev": -182593.231,
  "gap_ev": 4.07,
  "charge": -1,
  "lumo_energy_ev": -0.98,
  "multiplicity": 1
}

{
  "formula": "C34H69GaNO6",
  "method": "the ωB97M-V functional and the def2-TZVPD basis",
  "species": ["C", "C", "Ga", "C", "C", "C", "C", "C", "C", "C", "C", "C", "C", "C", "C", "C", "C", "C", "C", "C", "O", "O", "C", "C", "C", "N", "H", "H", "H", "H", "H", "H", "H", "H", "H", "H", "H", "H", "H", "H", "H", "H", "H", "H", "H", "H", "H", "H", "H", "H", "H", "H", "H", "H", "H", "H", "H", "H", "H", "H", "H", "H", "H", "H", "H", "H", "H", "H", "H", "H", "H", "C", "C", "O", "C", "H", "H", "H", "H", "H", "H", "C", "C", "O", "C", "H", "H", "H", "H", "H", "H", "C", "C", "O", "C", "H", "H", "H", "H", "H", "H", "C", "C", "O", "C", "H", "H", "H", "H", "H", "H"],
  "positions_angstrom": [[5.405, -2.184, 3.006], [3.922, -2.037, 3.042], [3.042, -1.204, 1.325], [0.996, -1.156, 1.651], [0.407, -2.581, 2.272], [-1.033, -2.991, 1.565], [-2.138, -3.485, 2.690], [-3.662, -3.652, 2.094], [-3.851, -4.886, 1.031], [-3.343, -4.538, -0.509], [-4.584, -4.686, -1.572], [-5.271, -3.274, -2.042], [-5.310, -2.102, -0.896], [-4.025, -1.085, -0.895], [-4.363, 0.465, -1.311], [-4.201, 1.400, 0.043], [-5.337, 2.583, 0.126], [-5.835, 2.842, 1.687], [-6.778, 4.199, 1.655], [3.587, -2.394, -0.305], [3.163, -3.800, -0.005], [3.452, -4.538, -1.045], [3.888, 0.689, 1.107], [4.312, 1.037, -0.445], [3.363, 0.796, -1.770], [5.593, 1.564, -0.645], [6.088, -1.250, 3.272], [5.954, -3.200, 2.720], [3.236, -2.387, 3.947], [0.419, -0.831, 0.675], [0.806, -0.313, 2.475], [0.211, -2.412, 3.428], [1.202, -3.450, 2.134], [-0.851, -3.783, 0.722], [-1.462, -2.017, 1.027], [-2.193, -2.606, 3.495], [-1.819, -4.445, 3.281], [-4.351, -3.910, 3.034], [-4.007, -2.602, 1.709], [-4.954, -5.294, 0.999], [-3.176, -5.781, 1.440], [-2.736, -3.540, -0.591], [-2.572, -5.407, -0.783], [-4.138, -5.187, -2.557], [-5.343, -5.480, -1.137], [-6.411, -3.529, -2.291], [-4.831, -2.857, -3.071], [-6.268, -1.433, -1.139], [-5.545, -2.589, 0.165], [-3.224, -1.500, -1.675], [-3.484, -1.157, 0.160], [-5.412, 0.566, -1.835], [-3.495, 0.822, -2.046], [-4.232, 0.754, 1.046], [-3.142, 1.943, -0.015], [-6.281, 2.314, -0.537], [-4.822, 3.597, -0.228], [-4.907, 3.016, 2.391], [-6.439, 1.908, 2.086], [-6.217, 5.168, 2.035], [-7.103, 4.381, 0.542], [-7.750, 3.991, 2.296], [4.757, -2.334, -0.387], [3.059, -2.019, -1.306], [4.418, -4.822, -1.017], [4.877, 0.704, 1.772], [3.124, 1.528, 1.447], [2.214, 0.670, -1.488], [3.519, 1.701, -2.528], [3.756, -0.177, -2.297], [5.736, 1.739, -1.664], [-9.308, -5.466, -1.191], [-8.484, -6.002, -2.331], [-7.747, -5.267, -2.987], [-8.595, -7.472, -2.637], [-9.127, -4.391, -1.086], [-10.370, -5.623, -1.395], [-9.022, -5.962, -0.260], [-9.625, -7.719, -2.905], [-8.277, -8.057, -1.770], [-7.944, -7.717, -3.483], [7.274, 4.635, -0.563], [6.607, 5.167, -1.803], [5.557, 4.682, -2.222], [7.275, 6.316, -2.511], [6.681, 3.808, -0.159], [8.272, 4.262, -0.809], [7.337, 5.422, 0.192], [8.272, 6.018, -2.844], [7.338, 7.178, -1.843], [6.682, 6.595, -3.389], [12.374, 4.104, 0.017], [11.707, 4.636, -1.223], [10.657, 4.152, -1.642], [12.375, 5.785, -1.931], [11.781, 3.277, 0.421], [13.372, 3.731, -0.229], [12.437, 4.891, 0.772], [13.372, 5.487, -2.264], [12.438, 6.647, -1.263], [11.782, 6.064, -2.809], [-0.210, 4.170, 1.950], [-1.670, 4.294, 1.602], [-2.472, 3.407, 1.889], [-2.109, 5.545, 0.889], [-0.039, 3.216, 2.461], [0.392, 4.191, 1.038], [0.082, 4.983, 2.619], [-1.591, 5.628, -0.069], [-1.901, 6.419, 1.511], [-3.187, 5.497, 0.702]],
  "molar_mass_g_mol": 657.65,
  "e_tot_ev": -102512.006,
  "gap_ev": 4.99,
  "charge": -1,
  "lumo_energy_ev": 1.97,
  "multiplicity": 1
}

| no. | highest occupied orbital energy (eV) |
| --- | --- |
| 1 | -10.7 |
| 2 | -5.0 |
| 3 | -3.0 |